No. 1
Entry from the OMol25 dataset: a structure of composition C37H84ClI2O15P2Si at a distorted geometry (ωB97M-V/def2-TZVPD).

Summary:
Frontier orbital gap: 6.7 eV
Highest occupied orbital energy: -5.10 eV
Largest force on an atom: 2.4 eV/A
E_LUMO: 1.6 eV
Charge: -1

Geometry as XYZ:
```
142
Properties=species:S:1:pos:R:3:forces:R:3:lowdin_charge:R:1
C 2.951 5.272 -0.961 -0.10 0.12 -0.05 -0.0742
C 1.610 4.886 -1.558 -0.06 -0.02 -0.05 -0.2941
O 1.763 3.914 -2.575 0.08 -0.07 -0.01 -0.1669
C 0.567 3.779 -3.336 -0.22 0.07 0.01 -0.2637
C 0.273 2.382 -3.876 0.37 0.09 0.10 -0.2236
P -0.530 1.097 -2.738 -0.24 -0.12 -0.01 0.6204
O 0.143 1.891 -1.333 -0.03 0.15 0.13 -0.2583
C -1.299 0.053 -4.197 0.08 -0.12 -0.20 -0.2181
C -0.801 0.314 -5.597 -0.24 0.25 -0.11 -0.2335
O -1.296 -0.739 -6.485 -0.14 0.04 0.56 -0.0371
C -0.728 -0.753 -7.711 -1.40 1.30 0.22 -0.5770
C -1.326 0.226 -8.684 -0.03 0.22 -0.11 0.0164
O 0.113 -1.522 -7.992 1.69 -1.54 -0.66 0.1495
Si -2.566 2.203 -2.551 0.17 0.00 0.12 0.5549
C -3.958 1.052 -2.029 -0.33 0.20 -0.19 -0.2043
C -2.628 3.646 -1.308 -0.11 0.03 0.14 -0.1976
C -3.108 2.947 -4.214 0.08 0.23 0.10 -0.1996
O 0.901 0.040 -2.851 -0.05 -0.10 0.04 -0.2450
C 1.139 -0.888 -1.843 -0.05 0.24 0.19 -0.4941
C 2.299 -0.286 -0.985 0.02 -0.12 -0.14 -0.1595
C 3.589 -0.155 -1.822 -0.02 0.20 0.04 -0.1312
C 4.016 1.287 -2.061 0.14 -0.07 -0.45 -0.1387
O 5.473 1.331 -2.124 -0.23 -0.42 0.26 -0.0342
C 6.024 2.527 -1.816 -0.54 0.12 -1.09 -0.5704
C 5.840 3.582 -2.875 -0.18 0.22 -0.01 0.0128
O 6.639 2.683 -0.815 0.79 0.20 1.07 0.1307
C 1.649 -2.231 -2.432 0.00 0.09 0.09 -0.7379
I 2.207 -3.601 -0.930 0.03 0.02 0.14 0.9220
C 1.820 -2.559 -3.707 0.04 0.24 -0.27 -0.7962
C 1.499 -1.703 -4.906 0.22 -0.04 -0.15 -0.1663
I 2.582 -4.415 -4.330 0.01 -0.15 -0.09 0.8975
C -0.298 -1.083 -1.062 0.03 -0.09 -0.22 -0.5190
C -0.101 -0.894 0.455 0.06 -0.14 0.09 -0.1571
C -1.255 -0.958 1.480 -0.16 0.20 0.09 -0.4236
C -0.835 -0.149 2.718 0.25 -0.38 0.09 -0.0900
C -2.610 -0.446 0.990 -0.07 0.05 0.17 -0.0758
P -1.075 -2.743 -1.718 -0.01 0.16 0.08 0.7094
O -2.639 -2.246 -1.882 -0.17 -0.08 0.08 -0.3874
Cl -1.399 -3.961 -0.013 0.10 -0.02 0.14 0.1722
O -1.170 -0.158 -1.620 0.05 0.17 0.18 -0.3383
H 3.609 5.705 -1.722 -0.06 -0.12 0.09 0.0708
H 2.789 6.030 -0.186 0.04 -0.10 -0.09 0.0734
H 3.453 4.424 -0.492 -0.02 -0.05 -0.08 0.0687
H 0.939 4.485 -0.785 0.04 0.03 -0.05 0.1123
H 1.129 5.786 -1.980 0.07 -0.08 0.06 0.1178
H -0.286 4.110 -2.730 0.05 -0.06 -0.01 0.0850
H 0.641 4.481 -4.187 -0.02 -0.07 0.09 0.1209
H -0.430 2.571 -4.697 0.08 -0.15 0.12 0.0574
H 1.184 1.965 -4.325 -0.07 0.07 0.05 0.0905
H -0.465 1.724 -0.602 0.14 -0.02 -0.18 0.0368
H -2.394 0.134 -4.221 0.10 0.00 0.11 0.0650
H -1.086 -0.992 -3.949 -0.03 0.15 -0.06 0.0620
H -1.173 1.274 -5.978 0.03 -0.15 -0.01 0.0943
H 0.290 0.323 -5.657 -0.18 0.03 -0.01 0.1006
H -2.317 -0.136 -8.971 0.08 0.05 0.04 0.0911
H -1.452 1.205 -8.214 -0.02 -0.08 -0.09 0.0778
H -0.694 0.305 -9.569 -0.10 0.00 0.09 0.0839
H -3.985 0.135 -2.626 0.09 0.01 0.17 0.0168
H -3.888 0.809 -0.968 0.05 -0.10 -0.14 0.0099
H -4.905 1.585 -2.193 0.07 -0.11 0.05 0.0380
H -3.269 3.377 -0.459 0.08 0.04 -0.08 0.0220
H -1.648 3.914 -0.906 -0.04 -0.04 -0.07 0.0010
H -3.061 4.543 -1.768 0.05 -0.08 0.03 0.0218
H -3.004 2.263 -5.061 -0.06 0.06 0.06 0.0129
H -4.160 3.249 -4.128 0.09 -0.08 -0.08 0.0263
H -2.531 3.857 -4.422 -0.04 -0.14 -0.07 0.0238
H 1.959 0.699 -0.672 -0.06 -0.02 -0.05 0.0974
H 2.522 -0.864 -0.090 -0.14 -0.03 -0.05 0.0640
H 3.447 -0.618 -2.800 0.15 -0.13 0.08 0.1040
H 4.418 -0.663 -1.321 -0.08 0.02 -0.08 0.1202
H 3.671 1.951 -1.270 0.00 0.03 0.10 0.1234
H 3.635 1.649 -3.019 -0.20 0.10 0.17 0.1230
H 6.312 4.517 -2.569 -0.05 -0.15 -0.03 0.0850
H 4.770 3.748 -3.043 0.12 -0.02 -0.02 0.0723
H 6.272 3.225 -3.812 -0.04 0.01 0.05 0.0900
H 1.756 -0.664 -4.701 -0.10 -0.20 0.03 0.0727
H 0.436 -1.773 -5.154 0.21 -0.07 0.08 0.0693
H 2.046 -2.036 -5.789 -0.03 -0.03 0.13 0.0454
H 0.359 0.095 0.570 -0.02 -0.07 -0.14 0.1034
H 0.663 -1.611 0.774 -0.07 0.06 0.05 0.0750
H -1.382 -1.986 1.831 0.00 0.02 -0.27 0.0815
H 0.087 -0.569 3.146 -0.07 0.13 -0.08 0.0805
H -0.640 0.900 2.466 -0.11 -0.08 0.02 0.0845
H -1.601 -0.191 3.498 0.00 0.10 -0.15 0.0599
H -2.600 0.651 0.920 0.01 -0.12 -0.08 0.0791
H -3.384 -0.714 1.720 0.11 0.08 -0.08 0.0843
H -2.894 -0.843 0.017 0.08 -0.04 0.07 0.0379
H -3.185 -3.039 -1.994 0.12 0.15 -0.09 0.0275
C 2.101 -9.489 -2.871 -0.02 0.04 -0.06 -0.0878
C 3.511 -9.085 -3.258 0.01 0.02 0.02 -0.3241
O 3.536 -7.921 -4.077 -0.01 -0.02 0.12 -0.1203
H 1.496 -9.659 -3.763 0.00 -0.01 0.00 0.0736
H 2.108 -10.401 -2.271 0.01 0.00 0.01 0.0708
H 1.623 -8.701 -2.285 0.00 -0.01 0.02 0.0751
H 3.984 -9.868 -3.853 0.01 -0.02 0.01 0.1102
H 4.122 -8.937 -2.360 0.00 -0.04 -0.01 0.0894
H 3.132 -7.204 -3.573 0.00 0.05 -0.05 -0.0039
C 6.666 -7.140 -1.329 -0.06 -0.08 -0.07 -0.0829
C 6.145 -7.685 -0.014 0.06 -0.03 -0.02 -0.3209
O 5.802 -9.068 -0.098 0.03 0.01 0.00 -0.0919
H 5.930 -7.280 -2.122 -0.01 0.03 0.00 0.0639
H 6.893 -6.076 -1.252 0.00 0.00 0.02 0.0775
H 7.579 -7.664 -1.625 0.03 0.04 0.01 0.0729
H 5.230 -7.173 0.280 -0.01 0.00 0.00 0.1103
H 6.883 -7.532 0.781 -0.03 0.04 0.02 0.1052
H 6.594 -9.552 -0.354 -0.05 0.01 -0.01 0.0771
C -1.930 0.664 7.266 -0.04 -0.03 0.01 -0.0927
C -1.607 1.475 6.025 -0.14 0.04 0.04 -0.3176
O -2.676 1.451 5.086 0.00 0.02 0.08 -0.0887
H -2.138 -0.373 6.999 0.03 0.00 -0.01 0.0759
H -1.097 0.681 7.972 0.01 0.00 -0.01 0.0712
H -2.810 1.073 7.767 0.03 0.01 0.03 0.0549
H -0.741 1.062 5.508 -0.01 0.02 -0.05 0.1018
H -1.379 2.512 6.298 0.08 -0.02 0.02 0.1086
H -3.451 1.825 5.521 0.02 -0.01 -0.05 0.0811
C -2.924 2.447 11.266 -0.05 -0.04 -0.05 -0.0851
C -2.618 3.233 10.005 -0.11 0.01 -0.01 -0.3139
O -3.678 3.150 9.051 0.00 -0.02 0.04 -0.0938
H -3.120 1.402 11.025 0.02 0.00 0.01 0.0742
H -2.089 2.496 11.966 0.01 0.02 0.00 0.0637
H -3.810 2.848 11.766 0.02 0.02 0.02 0.0714
H -1.743 2.820 9.505 0.01 0.02 -0.02 0.1040
H -2.405 4.276 10.247 0.07 0.00 -0.01 0.0913
H -4.469 3.525 9.451 0.03 -0.01 -0.04 0.0783
C -6.660 -3.002 -2.562 -0.02 0.02 0.06 -0.0886
C -6.735 -1.563 -3.040 0.09 0.03 -0.01 -0.3279
O -6.722 -0.632 -1.970 -0.09 -0.22 0.08 -0.0887
H -7.488 -3.222 -1.886 0.00 -0.01 -0.01 0.0732
H -6.696 -3.698 -3.401 0.01 0.01 -0.02 0.0722
H -5.729 -3.177 -2.016 0.00 0.00 0.00 0.0601
H -7.670 -1.388 -3.573 0.00 0.00 -0.02 0.1079
H -5.911 -1.355 -3.733 -0.02 0.00 -0.03 0.1068
H -5.877 -0.725 -1.514 0.02 0.19 -0.04 0.0597
C -0.215 5.076 13.935 -0.06 -0.03 -0.05 -0.0922
C 0.069 5.878 12.679 -0.01 0.01 0.00 -0.3205
O -1.015 5.846 11.756 -0.05 0.01 0.09 -0.0889
H -0.442 4.040 13.681 0.02 0.00 0.01 0.0669
H 0.642 5.090 14.609 0.01 0.01 0.00 0.0731
H -1.073 5.488 14.472 0.02 0.01 0.02 0.0720
H 0.917 5.458 12.141 0.02 0.01 0.00 0.1124
H 0.317 6.913 12.936 0.03 0.00 -0.01 0.1075
H -1.786 6.229 12.188 0.03 -0.01 -0.04 0.0821
```
Positions in Å, forces in eV/Å.

***

No. 2
Entry from the OMol25 dataset: a structure of composition C30H55AsBaGe2N5Si3 (ωB97M-V/def2-TZVPD).

Summary:
Frontier orbital gap (spin up / spin down): 7.0 / 7.2 eV
Highest occupied orbital energy (spin up / spin down): -11.55 / -13.15 eV
⟨S²⟩: 0.759
Largest force on an atom: 0.2 eV/A
Multiplicity: 2
E_LUMO (spin up / spin down): -4.5 / -5.9 eV
Charge: +2
Relative energy (zero: lowest compared OMol25 entry of this formula, charge and spin): 2.1 kcal/mol

Geometry as XYZ:
```
97
Properties=species:S:1:pos:R:3:forces:R:3:mulliken_spin:R:1
Ba -0.816 -0.807 -0.058 -0.14 -0.02 0.04 0.0959
N -2.721 -2.902 3.886 -0.01 0.01 0.00 -0.0012
C -2.160 -1.929 4.677 0.01 -0.01 -0.01 -0.0004
C -1.436 -1.146 3.832 -0.01 0.01 0.02 0.0002
N -1.545 -1.619 2.546 0.05 -0.02 -0.06 0.0042
C -2.326 -2.679 2.613 -0.02 0.01 0.02 0.0094
C -2.695 -3.467 1.444 0.00 -0.01 0.01 -0.0015
N -2.256 -3.199 0.230 0.08 0.02 -0.01 0.0057
C -2.826 -4.140 -0.596 -0.02 0.00 -0.01 0.0020
C -3.614 -4.977 0.131 0.02 -0.01 0.00 -0.0010
N -3.519 -4.538 1.429 -0.02 0.01 0.00 0.0001
H -3.305 -3.648 4.226 0.00 0.00 0.00 0.0001
H -2.315 -1.894 5.740 0.00 0.00 -0.01 0.0000
H -0.840 -0.283 4.076 -0.01 0.00 -0.01 -0.0002
H -2.635 -4.165 -1.655 0.00 0.00 0.00 0.0000
H -4.211 -5.828 -0.145 0.00 0.00 0.00 0.0003
H -3.984 -4.965 2.212 0.00 0.00 0.00 -0.0003
C -2.498 5.064 2.174 0.03 0.01 0.02 0.0252
Ge -1.224 3.867 1.317 0.00 0.04 0.01 0.0556
C -0.422 2.669 2.652 0.01 0.01 0.00 0.0187
C 0.145 4.840 0.326 0.03 -0.02 -0.03 0.0158
Ge -2.295 2.388 -0.288 0.13 -0.01 -0.06 0.4620
C -2.418 2.661 -2.203 -0.07 -0.06 0.08 0.0123
C -1.301 3.122 -2.907 0.06 0.06 0.02 0.0075
C -1.349 3.288 -4.285 0.01 -0.01 0.02 -0.0200
C -2.516 2.996 -4.978 0.00 -0.01 -0.02 0.0428
C -3.636 2.547 -4.291 0.00 -0.02 0.02 -0.0172
C -3.588 2.378 -2.914 -0.03 0.03 -0.03 0.0722
C -3.521 1.016 0.343 0.00 -0.05 -0.11 0.1363
C -4.032 0.029 -0.518 0.01 0.01 0.07 -0.0105
C -4.878 -0.964 -0.046 -0.01 -0.02 0.04 -0.0118
C -5.228 -0.998 1.299 0.01 -0.02 -0.04 0.0542
C -4.716 -0.045 2.169 0.02 0.03 0.03 -0.0191
C -3.865 0.945 1.698 -0.01 -0.01 0.03 -0.0213
H -1.956 5.681 2.893 -0.03 0.01 0.00 0.0014
H -3.272 4.513 2.707 0.00 -0.01 -0.01 0.0036
H -2.973 5.720 1.446 0.00 -0.01 -0.01 0.0027
H 0.167 3.258 3.357 -0.01 -0.02 0.01 -0.0020
H 0.250 1.943 2.187 -0.02 0.01 0.00 0.0099
H -1.191 2.137 3.215 0.01 0.01 -0.02 0.0008
H 0.718 5.465 1.010 -0.01 0.01 0.01 0.0010
H -0.311 5.483 -0.426 -0.01 0.01 0.01 0.0015
H 0.835 4.159 -0.174 0.00 0.00 0.02 -0.0033
H -0.384 3.362 -2.378 -0.03 0.00 0.00 0.0122
H -0.479 3.653 -4.815 0.00 0.00 0.00 -0.0007
H -2.556 3.127 -6.052 0.00 0.01 0.00 0.0019
H -4.554 2.340 -4.826 0.00 0.00 -0.01 -0.0001
H -4.479 2.046 -2.393 0.00 0.04 -0.01 -0.0002
H -3.795 0.064 -1.577 0.00 -0.02 0.01 0.0091
H -5.282 -1.700 -0.730 0.00 0.00 0.00 0.0006
H -5.915 -1.753 1.661 0.00 0.00 0.00 0.0011
H -4.996 -0.057 3.216 0.00 -0.01 -0.01 0.0016
H -3.489 1.690 2.393 -0.02 0.00 -0.02 -0.0038
N -1.142 -0.471 -2.931 -0.07 0.03 -0.02 0.0048
H -1.985 -0.857 -3.348 0.02 -0.03 0.00 0.0018
H -0.375 -0.806 -3.509 0.01 0.01 0.01 0.0035
H -1.206 0.534 -3.104 0.02 -0.01 0.01 -0.0182
C 3.208 2.146 1.181 0.03 0.01 0.00 -0.0206
Si 3.476 0.325 1.522 -0.04 0.01 0.00 0.0134
C 2.498 -0.191 3.035 0.00 -0.04 0.01 0.0010
C 5.288 -0.015 1.770 0.01 0.02 0.00 -0.0001
As 2.508 -0.823 -0.309 -0.01 0.02 -0.01 0.0136
Si 3.152 -3.098 -0.219 -0.02 0.01 0.03 -0.0005
C 2.576 -3.902 -1.804 -0.01 -0.01 -0.01 -0.0005
C 4.975 -3.362 0.039 0.00 0.00 0.00 0.0006
C 2.149 -3.792 1.207 0.01 -0.01 -0.01 -0.0003
Si 3.389 0.260 -2.218 0.04 0.01 0.00 0.0027
C 2.254 1.730 -2.473 -0.02 -0.01 0.00 -0.0177
C 3.273 -0.888 -3.687 -0.02 -0.02 0.00 0.0004
C 5.149 0.816 -1.963 0.01 -0.01 0.00 0.0000
H 3.475 2.729 2.068 0.00 -0.01 0.00 0.0000
H 2.172 2.379 0.927 -0.01 -0.01 0.01 0.0303
H 3.842 2.494 0.363 -0.02 0.02 0.01 0.0032
H 2.809 0.398 3.901 -0.01 0.00 0.00 0.0001
H 2.664 -1.242 3.277 0.00 0.00 0.01 -0.0002
H 1.423 -0.044 2.900 0.01 0.01 0.00 0.0002
H 5.647 0.608 2.595 0.01 -0.01 -0.01 -0.0001
H 5.873 0.236 0.886 0.01 -0.01 -0.01 0.0001
H 5.492 -1.053 2.030 -0.02 -0.01 0.01 -0.0002
H 3.159 -3.584 -2.668 0.00 0.00 0.00 0.0001
H 1.523 -3.693 -2.012 0.00 0.00 0.00 0.0000
H 2.685 -4.986 -1.714 -0.01 0.00 0.00 0.0000
H 5.576 -2.804 -0.681 0.00 0.00 0.00 0.0001
H 5.206 -4.423 -0.084 0.01 0.00 0.00 -0.0002
H 5.290 -3.072 1.042 0.00 0.01 -0.01 0.0000
H 1.075 -3.743 0.997 0.00 0.00 0.00 0.0010
H 2.335 -3.260 2.141 0.01 0.00 0.00 0.0004
H 2.398 -4.843 1.368 0.00 0.00 0.00 0.0000
H 1.234 1.400 -2.691 -0.01 0.00 0.00 0.0230
H 2.591 2.339 -3.316 0.01 0.00 0.00 0.0029
H 2.220 2.370 -1.588 0.01 0.00 0.00 0.0031
H 2.304 -1.386 -3.759 0.00 0.02 0.00 -0.0002
H 4.042 -1.661 -3.652 0.01 0.00 0.01 -0.0001
H 3.428 -0.315 -4.605 0.00 0.00 0.00 -0.0001
H 5.238 1.547 -1.158 0.02 -0.01 -0.01 0.0001
H 5.518 1.287 -2.878 0.00 0.00 0.00 -0.0002
H 5.806 -0.025 -1.735 -0.01 0.00 0.00 0.0001
```
Positions in Å, forces in eV/Å.